Entry 1:
A molecular structure, C16H28AsCl2N2Si2Tc at a distorted geometry, computed with ωB97M-V/def2-TZVPD.

Each line ends with the Löwdin charge.
Atoms and positions in Å:
Tc (0.356, -0.274, 0.474)  0.797
As (0.505, 1.162, 2.242)  0.916
Cl (1.038, -2.436, -0.805)  0.492
Cl (1.357, -4.710, 1.107)  0.680
Si (-0.407, 3.151, 3.700)  0.426
Si (2.594, -0.051, 2.740)  0.312
N (0.033, 0.634, -1.366)  -0.022
N (-1.649, -0.508, 0.356)  -0.111
C (-2.219, -0.051, -0.813)  -0.168
C (-1.909, 1.155, -2.863)  0.039
C (2.092, -3.918, -0.208)  -0.831
C (-2.414, -1.147, 1.242)  -0.082
C (1.996, -1.647, 3.417)  -0.211
C (-1.872, 3.638, 2.740)  -0.204
C (-0.675, 2.108, 5.177)  -0.209
C (3.294, -0.110, 1.016)  -0.216
C (-1.395, 0.605, -1.728)  -0.216
C (-3.294, 1.030, -3.133)  -0.001
C (-4.357, -0.899, -0.121)  0.074
C (-3.771, -1.377, 1.027)  0.006
C (-4.113, 0.357, -2.271)  0.036
C (3.433, 1.078, 3.896)  -0.195
C (1.044, 4.242, 3.673)  -0.190
C (-3.587, -0.202, -1.076)  -0.118
H (-2.546, 2.801, 2.555)  0.040
H (4.378, 0.597, 4.186)  0.071
H (-4.341, -1.915, 1.771)  0.135
H (-1.596, 4.109, 1.795)  0.050
H (-1.139, 2.728, 5.956)  0.070
H (0.412, 1.576, -1.471)  0.133
H (0.545, 0.062, -2.046)  0.108
H (3.870, 0.789, 0.787)  0.065
H (2.837, -2.245, 3.787)  0.068
H (3.052, -3.485, 0.037)  0.039
H (-1.926, -1.479, 2.151)  0.123
H (3.683, 2.039, 3.443)  0.049
H (0.820, 5.088, 4.337)  0.074
H (-5.416, -1.051, -0.298)  0.150
H (2.099, -4.521, -1.108)  0.052
H (0.260, 1.725, 5.588)  0.041
H (-5.170, 0.250, -2.481)  0.143
H (1.477, -2.246, 2.662)  -0.013
H (1.237, 4.653, 2.681)  0.056
H (-2.427, 4.381, 3.327)  0.069
H (1.943, 3.762, 4.058)  0.032
H (1.321, -1.490, 4.261)  0.053
H (-1.268, 1.671, -3.570)  0.142
H (3.963, -0.970, 0.909)  0.063
H (-3.695, 1.469, -4.036)  0.136
H (2.554, -0.202, 0.196)  -0.046
H (2.859, 1.234, 4.811)  0.047
H (-1.358, 1.279, 4.986)  0.045

The largest force on an atom comes out at 1.343 eV/A. The spin multiplicity is 2. Its net charge is +3. The calculation puts the energy above the lowest of the compared OMol25 structures with the same formula, charge and spin at 3.5 kJ/mol.



Entry 2:
A molecular structure, C16H28AsF12N7O5Se2W at a distorted geometry, computed with ωB97M-V/def2-TZVPD.

Each line ends with the Löwdin charge.
Atoms and positions in Å:
W (-0.383, 1.053, 0.128)  1.322
Se (1.382, 0.625, -1.647)  0.779
Se (-2.083, 0.015, -1.247)  0.777
As (-2.366, -1.232, 2.632)  0.762
F (-1.638, -2.228, 1.432)  -0.234
F (1.310, 5.438, -1.881)  0.183
F (-1.412, 0.223, 1.861)  -0.441
F (-1.593, 5.950, -1.758)  0.194
F (-1.972, 4.934, 0.118)  0.147
F (-0.961, -1.421, 3.609)  -0.219
F (0.523, 5.446, 0.131)  0.163
F (-2.787, 4.138, -1.706)  0.161
F (-3.212, -2.504, 3.363)  -0.184
F (-3.633, -0.839, 1.534)  -0.249
F (-2.948, -0.020, 3.698)  -0.219
F (1.759, 3.813, -0.526)  0.151
O (0.989, 2.097, 1.490)  -0.121
O (0.701, 3.802, 2.807)  0.137
O (-0.656, 2.721, -0.719)  -0.399
O (-0.827, -1.667, -5.112)  -0.038
O (2.035, -2.573, -1.949)  -0.069
N (0.246, 2.933, 2.111)  -0.372
N (-1.022, 2.674, 1.865)  0.054
N (2.178, -2.207, 1.924)  -0.029
N (0.693, -0.557, 0.899)  -0.038
N (-3.415, 2.212, 0.933)  0.066
N (-1.847, 4.321, 3.360)  0.247
N (-3.237, 3.106, 1.988)  0.027
C (-0.131, -1.704, -2.806)  -0.555
C (1.371, -1.361, 1.393)  -0.181
C (-2.016, 3.403, 2.419)  -0.358
C (-0.330, 3.590, -2.923)  0.027
C (-1.565, -1.534, -2.310)  -0.447
C (0.578, -0.388, -3.109)  -0.478
C (3.861, -3.659, 0.871)  -0.169
C (-1.711, 4.752, -1.190)  -0.557
C (-0.228, -2.488, -4.128)  -0.215
C (1.695, -3.273, 2.838)  -0.101
C (0.811, 4.661, -0.920)  -0.556
C (0.628, -2.578, -1.802)  -0.233
C (1.966, -4.629, 2.208)  -0.166
C (3.438, -4.775, 1.824)  -0.189
C (-0.450, 3.892, -1.434)  -0.369
C (3.590, -2.293, 1.480)  -0.098
H (0.642, -3.103, 3.031)  0.108
H (4.202, -2.131, 2.370)  0.135
H (-0.910, 4.579, 3.633)  0.109
H (4.054, -4.747, 2.728)  0.119
H (4.924, -3.730, 0.636)  0.123
H (1.455, -0.581, -3.728)  0.074
H (2.274, -3.031, -2.761)  0.096
H (-3.935, 2.658, 0.187)  0.102
H (-4.035, 3.485, 2.479)  0.171
H (-0.982, -2.181, -5.910)  0.105
H (1.336, -4.749, 1.319)  0.121
H (3.304, -3.736, -0.062)  0.100
H (0.423, -2.216, -0.791)  0.087
H (-0.081, 0.275, -3.666)  0.069
H (-2.240, -1.442, -3.159)  0.067
H (-1.156, 2.943, -3.211)  0.102
H (3.608, -5.746, 1.358)  0.116
H (3.777, -1.483, 0.777)  0.133
H (0.239, -3.601, -1.865)  0.139
H (-3.861, 1.355, 1.245)  0.076
H (-1.870, -2.398, -1.718)  0.081
H (-2.622, 4.880, 3.676)  0.139
H (1.674, -5.400, 2.921)  0.122
H (2.239, -3.161, 3.778)  0.138
H (0.609, 3.074, -3.110)  0.074
H (-0.359, 4.507, -3.507)  0.109
H (-0.818, -3.396, -3.956)  0.138
H (0.779, -2.791, -4.443)  0.131

The largest force on an atom comes out at 1.839 eV/A. The spin multiplicity is 2. Its net charge is +1. The calculation puts the energy above the lowest of the compared OMol25 structures with the same formula, charge and spin at 128.1 kJ/mol.



Entry 3:
A molecular structure, C16H28AsF6HfN4 at a distorted geometry, computed with ωB97M-V/def2-TZVPD.

Each line ends with the Löwdin charge.
Atoms and positions in Å:
Hf (2.127, 2.610, -0.533)  2.348
As (-0.779, -0.169, -0.391)  0.854
F (0.431, 1.229, -0.410)  -0.437
F (-0.368, -0.320, -2.125)  -0.253
F (-1.912, -1.491, -0.463)  -0.191
F (-2.040, 0.966, -0.859)  -0.221
F (-1.015, 0.170, 1.289)  -0.203
F (0.533, -1.209, 0.055)  -0.224
N (0.696, -0.507, 4.223)  0.166
N (1.015, 2.508, 1.728)  0.090
N (2.767, 0.324, -1.191)  0.083
N (0.480, 3.265, -2.191)  0.082
C (-1.009, 3.627, 4.376)  -0.210
C (0.585, -1.473, 3.609)  -0.200
C (0.233, -3.942, 3.793)  -0.256
C (-0.298, 3.320, -3.046)  -0.058
C (-2.380, 3.631, 3.708)  -0.080
C (-3.230, 2.210, -5.223)  -0.077
C (3.125, -0.764, -1.341)  -0.068
C (3.199, -2.728, -3.012)  -0.171
C (-1.322, 3.409, -4.047)  -0.106
C (0.493, 2.457, 2.761)  -0.096
C (0.580, -2.754, 2.931)  -0.209
C (1.681, -2.580, -3.436)  -0.059
C (-1.949, 2.031, -4.419)  -0.220
C (3.531, -2.158, -1.604)  -0.111
C (-0.117, 2.395, 4.064)  -0.143
C (0.451, -5.306, 3.162)  -0.096
H (-0.173, -5.644, 2.334)  0.080
H (1.432, -2.878, 2.259)  0.116
H (-1.261, 1.397, -4.977)  0.123
H (3.429, -3.789, -2.917)  0.123
H (-4.008, 2.749, -4.681)  0.093
H (1.496, -1.698, -4.048)  0.071
H (-2.988, 2.823, 4.119)  0.091
H (-3.663, 1.251, -5.502)  0.098
H (0.209, -5.940, 4.018)  0.085
H (-3.013, 2.757, -6.143)  0.092
H (1.407, -3.487, -3.965)  0.089
H (-0.706, 1.474, 4.136)  0.122
H (1.054, -2.393, -2.563)  0.049
H (0.772, -3.916, 4.743)  0.122
H (-0.221, -2.640, 2.186)  0.112
H (-0.945, 3.935, -4.930)  0.163
H (-2.244, 1.492, -3.517)  0.101
H (-2.124, 4.087, -3.735)  0.166
H (-2.293, 3.321, 2.660)  0.067
H (4.575, -2.258, -1.294)  0.151
H (-2.908, 4.579, 3.726)  0.092
H (3.018, -2.691, -0.794)  0.148
H (-0.469, 4.506, 4.015)  0.110
H (3.889, -2.364, -3.771)  0.118
H (-1.123, 3.731, 5.453)  0.130
H (1.482, -5.536, 2.888)  0.077
H (0.680, 2.225, 4.793)  0.149
H (-0.811, -3.845, 4.099)  0.126

The largest force on an atom comes out at 9.158 eV/A. The calculation puts the total energy at -101426.0839 eV. Its net charge is +3.